{
  "formula": "C20H36CeI2NO4PSY",
  "method": "ωB97M-V with the def2-TZVPD basis set",
  "energy_ev": -81259.3434,
  "homo_energy_ev": [-19.3, -19.3],
  "lumo_ev": [-14.7, -14.5],
  "total_charge": 4,
  "orbital_gap_ev": [4.5150, 4.8009],
  "spin_multiplicity": 2,
  "s_squared": 0.776,
  "elements": ["Ce", "I", "I", "Y", "S", "P", "O", "O", "O", "O", "N", "C", "C", "C", "C", "C", "C", "C", "C", "C", "C", "C", "C", "C", "C", "C", "C", "C", "C", "C", "C", "H", "H", "H", "H", "H", "H", "H", "H", "H", "H", "H", "H", "H", "H", "H", "H", "H", "H", "H", "H", "H", "H", "H", "H", "H", "H", "H", "H", "H", "H", "H", "H", "H", "H", "H", "H"],
  "xyz": [[0.03572, -2.04186, -0.26117], [-4.54194, 0.66271, -1.11430], [-1.50706, -3.08186, -2.54931], [-1.99274, 0.87118, 0.07762], [-0.01136, 0.33212, -1.53832], [-1.69069, -1.97297, 2.38324], [3.83570, -1.92752, -0.94568], [-1.81610, 3.41731, 2.69752], [3.09179, -3.58274, 1.50545], [-0.17474, 4.07528, -0.28585], [-1.60570, -1.01040, 1.07568], [-4.38473, -2.02497, 3.70975], [2.07897, -3.14351, 1.14150], [-2.31396, -1.66567, 5.09010], [1.38384, -1.36676, 4.17464], [-1.14760, -4.38049, 0.98713], [-1.89399, 2.60198, 1.87251], [-2.22304, -3.72785, 1.88648], [0.35505, 0.78841, 5.04310], [1.20677, 1.13762, -2.92919], [0.93552, 0.01198, 3.93502], [1.58906, -0.01498, -3.85329], [1.17937, 0.70431, 2.67064], [2.68339, -1.89186, -0.79863], [0.38434, 2.19550, -3.65204], [-3.18566, 0.13791, 3.56289], [-2.33149, -4.62209, 3.14196], [-0.76813, 3.08671, -0.20397], [-2.98993, -1.36849, 3.72730], [2.39811, 1.72329, -2.18298], [-3.55282, -3.63288, 1.11794], [2.07499, 2.49678, -1.47136], [-3.77563, 0.52229, 4.41195], [-2.23446, 0.68180, 3.57598], [2.94079, 0.94671, -1.62393], [0.54820, -1.99566, 4.52822], [-1.25175, -5.47513, 1.04162], [0.69148, -0.46512, -4.30195], [0.27476, 1.24976, 2.34585], [-3.08891, -4.31027, 3.86598], [-1.37320, -4.65725, 3.68224], [-4.38101, -3.11759, 3.63982], [-4.04870, -4.61707, 1.17297], [-2.58283, -5.64051, 2.80719], [0.04416, 2.98807, -2.97135], [-0.49752, 1.74203, -4.12968], [-3.39932, -3.37511, 0.06127], [-1.29014, -1.26452, 5.12973], [1.94571, 1.49025, 2.73595], [-3.73881, 0.38657, 2.64374], [-2.25241, -2.74260, 5.30623], [-5.02484, -1.62598, 2.91257], [-4.23676, -2.87880, 1.51010], [-2.88401, -1.19600, 5.90724], [-0.11053, -4.17186, 1.32318], [-0.64917, 1.17054, 4.79791], [0.93473, 1.68489, 5.30785], [2.16241, -1.42763, 4.95941], [2.23812, 0.35364, -4.66451], [1.47386, 0.02283, 1.85584], [0.25351, 0.19722, 5.95840], [-1.28107, -4.14103, -0.10153], [0.99794, 2.66436, -4.43850], [1.78567, -1.86444, 3.28108], [2.13104, -0.80788, -3.31829], [-4.88648, -1.78440, 4.66133], [3.08937, 2.17974, -2.90938]],
  "forces_ev_per_angstrom": [[-2.4, 0.2, -1.8], [0.8, 0.1, 0.5], [1.0, 0.6, 1.0], [-2.1, 0.7, -1.4], [0.8, -0.9, 0.5], [-2.6, -0.3, -0.1], [-5.5, 0.3, 0.6], [-0.3, -3.7, -3.9], [-4.9, 1.9, -1.5], [-2.4, -4.1, 0.3], [1.7, -1.6, 0.2], [-0.3, -0.3, -0.3], [5.1, -2.8, 2.3], [0.2, -0.1, 0.0], [0.0, -0.4, -0.9], [0.1, 0.1, -0.3], [-0.3, 4.2, 5.3], [0.5, -0.4, 0.1], [-0.3, -0.8, 0.6], [0.8, 0.4, -1.0], [0.8, 0.7, 1.3], [-0.5, -0.4, 0.2], [-0.5, -0.4, -1.2], [6.1, 0.3, -1.6], [-0.6, -0.2, 0.2], [0.1, 0.2, -0.1], [0.3, 0.1, 0.3], [3.0, 4.9, -1.2], [0.4, 0.2, 0.6], [-0.3, -0.2, 0.6], [-0.2, 0.2, -0.4], [0.2, -0.1, -0.3], [0.1, -0.2, -0.3], [0.0, 0.0, 0.0], [0.0, 0.2, -0.2], [0.2, 0.3, 0.3], [0.1, 0.3, -0.2], [0.3, 0.2, 0.0], [0.3, -0.1, 0.3], [0.2, -0.2, -0.3], [-0.2, -0.2, -0.2], [-0.1, 0.5, 0.1], [0.1, 0.3, -0.1], [0.1, 0.3, 0.1], [0.2, -0.1, -0.2], [0.3, 0.2, 0.1], [0.0, -0.1, 0.2], [-0.4, -0.1, 0.1], [0.1, -0.1, 0.4], [0.1, -0.1, 0.2], [-0.1, 0.3, -0.1], [0.2, -0.1, 0.2], [0.1, -0.3, 0.0], [0.1, -0.2, -0.3], [-0.3, -0.3, 0.2], [0.2, 0.1, -0.2], [0.2, 0.0, -0.4], [-0.3, 0.3, 0.1], [-0.2, 0.0, 0.3], [0.0, 0.2, 0.3], [0.1, 0.1, -0.2], [-0.1, -0.2, 0.6], [-0.1, -0.2, 0.3], [0.0, 0.4, 0.3], [0.0, 0.2, -0.2], [0.3, 0.1, -0.2], [-0.3, -0.2, 0.2]]
}